Entry from the OMol25 dataset: 3 unconnected molecules or ions with the total composition C4H10O (ωB97M-V/def2-TZVPD).

Results
Energy above the lowest of the compared OMol25 structures with the same formula, charge and spin, kcal per mole: 58.8
Molar mass, g mol⁻¹: 74.1
Orbital gap, eV: 10.9
Structure (SMILES): [H][H].CC=O.C=C

Atoms and positions in Å:
H: -2.6111 0.4321 -0.7609
H: -2.3071 -0.2477 -0.7359
C: 1.4319 -1.5874 0.2595
C: 0.2308 -1.2733 -0.5939
O: -0.8591 -1.7491 -0.3782
H: 2.2101 -0.8228 0.1903
H: 1.1177 -1.7217 1.2977
H: 1.8490 -2.5372 -0.0945
H: 0.4015 -0.6153 -1.4712
C: -0.8065 1.9691 0.1731
C: 0.3224 1.4127 0.5937
H: -0.8895 2.4278 -0.8094
H: -1.7033 1.9726 0.7861
H: 1.2194 1.4107 -0.0217
H: 0.3939 0.9294 1.5655

=====

Entry from the OMol25 dataset: 2 unconnected molecules or ions with the total composition C5H12NO (ωB97M-V/def2-TZVPD).

Results
Energy above the lowest of the compared OMol25 structures with the same formula, charge and spin, kcal per mole: 47.2
Net charge: +1
Molar mass, g mol⁻¹: 102.2
Orbital gap, eV: 10.7

Atoms and positions in Å:
C: -1.0986 -1.1835 -0.0147
C: 0.2695 -0.8683 0.5964
C: -1.9904 0.0229 0.1265
C: 0.6491 0.5386 0.6030
C: -1.3393 1.1290 -0.5961
N: 2.7892 0.4054 -0.3244
O: -0.0911 1.4545 0.1011
H: -1.0705 -1.4407 -1.0224
H: -1.5843 -1.9648 0.5615
H: 0.3934 -1.2244 1.6268
H: 1.0734 -1.3892 -0.0639
H: -2.8827 -0.2244 -0.3532
H: -2.1848 0.0691 1.2810
H: 2.6246 -0.4834 -0.8179
H: 1.1126 1.0985 1.4816
H: -1.0599 0.6517 -1.5903
H: -2.0557 1.9093 -0.7387
H: 3.6273 0.4479 0.2434
H: 2.8182 1.0518 -1.0996

=====

Entry from the OMol25 dataset: a single C6H9N molecule (ωB97M-V/def2-TZVPD).

Results
Energy above the lowest of the compared OMol25 structures with the same formula, charge and spin, kcal per mole: 52.7
Molar mass, g mol⁻¹: 95.1
Orbital gap, eV: 8.6
Structure (SMILES): Cc1c[nH]c(C)c1

Atoms and positions in Å:
C: 1.0441 1.0581 1.6299
C: 0.9175 1.1084 0.0891
C: 1.5312 0.2634 -0.8408
N: 0.5625 -0.5694 -1.3442
C: -0.6672 -0.2373 -0.8098
C: -1.7803 -1.2088 -0.5993
C: -0.4737 0.8941 -0.0941
H: 1.9738 0.5889 1.9324
H: 0.2539 0.3653 1.9922
H: 0.8603 1.9926 2.1604
H: 2.5406 0.1679 -1.2309
H: 0.6958 -1.2891 -2.0355
H: -1.4207 -2.2354 -0.6982
H: -2.1350 -1.1082 0.4328
H: -2.6306 -1.0591 -1.2557
H: -1.2057 1.4032 0.5123

=====

Q: Which formula does entry 1 have?
A: C4H10O

=====

Q: What is the formula in the second record?
A: C5H12NO